ORCA calculation (wB97M-V/def2-TZVPD) on C23H39N2O3P3Pt as an isolated structure at a distorted geometry.

The geometry in XYZ format:
```
71
Properties=species:S:1:pos:R:3:forces:R:3
P -0.7305 1.5015 -3.2644 -1.034 1.369 0.975
C -1.4496 3.1131 -2.9343 -0.007 0.492 -0.515
H -1.5744 3.6411 -3.8930 -0.013 0.047 0.307
H -0.7902 3.6995 -2.2778 -0.156 -0.216 -0.146
H -2.4328 2.9975 -2.4545 0.268 -0.015 -0.207
C 1.0477 1.6274 -3.4145 0.401 -0.357 0.362
H 1.5089 0.6344 -3.5106 -0.109 0.308 -0.149
H 1.4775 2.1430 -2.5443 -0.248 -0.096 -0.268
H 1.2750 2.2149 -4.3190 -0.189 -0.175 0.188
C -1.4561 0.7635 -4.7238 -0.187 -0.525 0.099
H -1.1977 1.3826 -5.5977 -0.009 -0.060 0.306
H -2.5505 0.7240 -4.6272 0.258 0.052 -0.029
H -1.0713 -0.2549 -4.8800 -0.115 0.321 -0.012
P -2.1258 -2.9549 0.1879 0.501 -0.881 -0.521
C -3.1947 -1.6607 0.8120 0.040 0.526 0.078
H -4.0348 -2.1098 1.3581 0.203 -0.097 -0.137
H -3.5860 -1.0618 -0.0138 0.019 -0.103 0.149
H -2.6260 -1.0149 1.4832 -0.280 -0.060 -0.056
C -3.0271 -3.8104 -1.1190 -0.259 -0.108 -0.095
H -2.3849 -4.5718 -1.5768 -0.296 -0.004 0.145
H -3.2891 -3.0775 -1.8923 -0.044 -0.167 0.135
H -3.9402 -4.2648 -0.7212 0.059 -0.009 -0.171
C -1.8129 -4.1045 1.5417 -0.022 -0.132 0.222
H -2.7265 -4.6530 1.7948 0.163 0.025 0.080
H -1.4724 -3.5319 2.4126 -0.115 -0.143 -0.084
H -1.0143 -4.7999 1.2566 -0.325 -0.026 0.138
P 2.2255 -0.1586 2.8391 -1.156 1.520 1.163
C 1.7299 1.0384 4.0845 0.449 0.106 0.449
H 2.5975 1.2484 4.7296 -0.281 0.070 -0.029
H 0.9143 0.6264 4.6982 0.257 0.095 -0.160
H 1.3936 1.9697 3.6038 0.102 -0.320 0.057
C 2.8472 -1.6484 3.6092 -0.275 -0.489 -0.221
H 3.7050 -1.3804 4.2465 -0.229 0.062 -0.191
H 3.1771 -2.3758 2.8531 -0.029 0.208 0.251
H 2.0689 -2.1083 4.2350 0.201 0.148 -0.109
C 3.4307 0.5647 1.7294 0.090 0.043 -0.525
H 4.4402 0.3337 2.1084 -0.342 -0.041 -0.053
H 3.3157 1.6581 1.6955 -0.115 -0.378 0.055
H 3.3270 0.1609 0.7123 0.143 0.130 0.265
Pt 0.1397 -2.9344 -0.8935 -8.557 2.891 4.684
C -1.1653 0.4917 -1.8100 1.308 -1.578 -1.260
O -1.5549 0.2080 -0.7483 -0.538 0.667 -0.364
C 0.6667 -0.5376 1.9659 1.372 -1.570 -1.035
O -0.4410 -0.4211 1.6209 0.151 0.366 0.858
C 1.8993 -3.9618 -0.4662 1.723 -0.866 0.463
C 2.1655 -2.5716 -0.5243 2.169 0.117 -0.014
C 1.7600 -1.8210 -1.6484 1.763 0.802 -0.879
C 1.0500 -2.4465 -2.6994 1.203 0.331 -1.673
C 0.8039 -3.8417 -2.6542 0.498 -0.749 -1.730
C 1.2348 -4.6002 -1.5399 0.860 -1.594 -0.482
H 2.0886 -4.5030 0.4603 0.082 -0.007 -0.282
H 2.6208 -2.0689 0.3286 -0.221 -0.184 -0.240
H 1.9217 -0.7431 -1.6725 -0.201 -0.264 0.144
H 0.6196 -1.8337 -3.4916 0.123 -0.278 0.158
H 0.1586 -4.2968 -3.4050 0.237 0.009 0.086
H 0.9216 -5.6393 -1.4348 0.162 0.166 -0.113
N -2.1128 5.4773 2.6795 0.065 -0.874 -0.486
C -2.0194 4.1581 2.3218 -1.257 0.783 1.005
O -2.8453 3.3202 2.6762 1.105 0.455 -0.607
C -0.8148 3.7812 1.5172 0.695 -0.799 -0.523
C 0.2925 4.6103 1.2578 -0.482 -0.298 0.094
C 1.3570 4.0984 0.5217 0.236 -0.668 -0.362
C 1.2917 2.7622 0.0837 0.068 1.348 0.468
N 0.2544 1.9774 0.3402 0.230 -0.520 -0.413
C -0.7797 2.4589 1.0239 0.101 0.984 0.301
H -2.9739 5.7553 3.1260 0.010 0.045 0.096
H -1.5870 6.1970 2.2095 -0.121 -0.041 0.125
H 0.3167 5.6337 1.6345 0.130 -0.292 -0.139
H 2.2386 4.6862 0.2753 -0.237 0.044 0.148
H 2.1132 2.3191 -0.4838 -0.057 0.187 0.136
H -1.6145 1.7856 1.2015 0.067 0.263 0.092
```
Positions in Å, forces in eV/Å.

* multiplicity: 5
* highest occupied orbital energy (spin up / spin down): -18.45 / -18.46 eV
* ⟨S²⟩: 6.012
* energy relative to the best compared isomer or geometry (same formula, charge and spin): 1.153 eV
* total energy: -2376.7092 a.u.
* strongest force on any atom: 10.2 eV/A
* charge: +4

Löwdin analysis output, partial charges in e: 0.845, -0.150, 0.090, 0.073, 0.090, -0.142, 0.055, 0.049, 0.107, -0.147, 0.102, 0.094, 0.067, 0.684, -0.218, 0.096, 0.060, 0.036, -0.253, 0.043, 0.061, 0.082, -0.245, 0.082, 0.061, 0.039, 0.845, -0.149, 0.093, 0.093, 0.076, -0.150, 0.103, 0.066, 0.091, -0.147, 0.100, 0.072, 0.052, 1.372, -0.210, 0.028, -0.210, 0.036, -0.131, -0.161, -0.151, -0.157, -0.119, -0.110, 0.160, 0.107, 0.126, 0.131, 0.164, 0.167, 0.198, -0.478, 0.070, -0.084, 0.026, -0.020, -0.194, 0.021, -0.085, 0.134, 0.103, 0.131, 0.125, 0.091, 0.109

ORCA calculation (wB97M-V/def2-TZVPD) on C23H39N3OS4Si2Y as an isolated structure at a distorted geometry.

The geometry in XYZ format:
```
73
Properties=species:S:1:pos:R:3:forces:R:3
Y -1.3282 1.4276 0.2958 -0.511 -1.218 0.618
C -0.0919 -1.6905 -0.7054 -0.165 -0.016 0.221
C -1.2691 -2.2882 0.0531 -0.066 -0.209 -0.177
S -2.7288 -1.3285 -0.4422 0.250 0.112 0.185
C -3.9141 -1.7626 0.8428 -0.134 0.003 -0.076
C -4.9047 -0.6242 1.0444 -0.015 -0.095 0.000
S -4.2171 0.8978 1.7262 0.021 0.204 -0.429
C -3.5819 0.3011 3.2969 -0.009 0.055 0.138
C -3.2422 1.5242 4.1370 0.094 -0.117 0.015
S -1.7703 2.4014 3.5606 -0.148 0.508 -0.450
C -0.4713 1.4941 4.3999 0.108 -0.055 0.010
C -0.2804 0.0639 3.9339 0.047 0.026 -0.024
S -0.1098 -0.1164 2.1375 -0.125 0.115 -0.390
H -0.2240 -0.6055 -0.7575 0.267 0.009 -0.003
H -0.1331 -2.0144 -1.7495 -0.003 0.056 -0.008
H -1.1597 -2.1591 1.1277 0.019 -0.055 -0.029
H -1.4213 -3.3412 -0.1850 0.027 0.002 -0.015
H -3.3596 -1.9970 1.7515 -0.049 0.040 0.042
H -4.4637 -2.6535 0.5369 0.018 -0.021 0.045
H -5.7128 -0.9444 1.7038 -0.002 0.012 -0.018
H -5.3529 -0.3286 0.0946 -0.042 -0.053 -0.004
H -2.6953 -0.2996 3.1058 -0.039 -0.057 0.069
H -4.3499 -0.3097 3.7768 -0.038 0.072 0.006
H -3.0822 1.2437 5.1789 0.032 0.032 -0.007
H -4.0521 2.2534 4.1059 -0.052 -0.061 0.067
H -0.6999 1.5324 5.4673 0.071 0.008 0.016
H 0.4320 2.0786 4.2265 -0.012 -0.007 0.004
H -1.0871 -0.5726 4.3004 0.051 -0.006 0.038
H 0.6495 -0.3144 4.3606 -0.053 -0.031 0.060
C 1.7276 3.2194 1.4668 0.173 0.012 0.064
Si 1.3957 2.1013 -0.0309 -0.347 0.002 -0.158
C 1.7317 3.2115 -1.5357 0.209 0.060 0.038
C 2.8224 0.8010 0.0159 0.148 0.029 -0.063
C 4.0465 1.4947 0.0623 0.000 -0.083 -0.015
C 5.2674 0.8862 0.2941 -0.047 0.036 -0.035
C 5.3017 -0.4784 0.5111 -0.004 -0.057 0.036
C 4.1244 -1.1972 0.4180 0.001 0.059 -0.032
C 2.8756 -0.6085 0.1446 0.005 0.109 0.000
Si 1.6644 -2.0535 -0.0709 0.119 0.038 -0.172
C 1.6819 -3.1363 1.4529 -0.076 0.061 0.155
C 2.3831 -3.0699 -1.4828 0.035 -0.092 -0.043
H 2.7726 3.5250 1.5515 0.012 0.032 0.013
H 1.4667 2.6994 2.3899 0.019 0.007 0.019
H 1.1282 4.1324 1.4042 -0.041 -0.001 0.003
H 2.7822 3.4929 -1.6388 0.021 0.030 -0.013
H 1.1648 4.1396 -1.4246 -0.034 0.017 -0.012
H 1.4211 2.7469 -2.4697 -0.020 -0.013 -0.063
H 4.0461 2.5694 -0.0694 -0.003 0.057 0.002
H 6.1750 1.4742 0.3131 0.021 0.029 0.042
H 6.2306 -0.9819 0.7431 0.025 -0.018 -0.028
H 4.1866 -2.2706 0.5615 0.004 -0.053 0.011
H 2.2897 -4.0249 1.2800 0.028 -0.029 0.015
H 0.6804 -3.4650 1.7328 -0.023 -0.044 -0.004
H 2.0914 -2.5924 2.3035 0.005 -0.007 0.026
H 1.9832 -4.0870 -1.4545 -0.054 -0.009 -0.038
H 3.4684 -3.1454 -1.4284 0.030 -0.037 0.003
H 2.1304 -2.6425 -2.4555 0.005 0.020 -0.017
C -3.3991 0.6328 -4.2383 -0.014 0.032 0.014
N -1.9509 0.5118 -4.0718 0.012 -0.023 -0.158
C -1.1590 0.0673 -5.0877 -0.076 0.011 0.026
C 0.1680 -0.1017 -4.9316 0.010 0.035 0.129
C 0.7008 0.1981 -3.6385 0.007 0.045 -0.077
N -0.0789 0.6503 -2.6615 -0.035 0.100 -0.074
C -1.3834 0.8157 -2.8586 -0.117 0.054 -0.087
O -2.1476 1.2364 -1.9433 0.448 0.358 0.579
N 1.9953 0.0409 -3.3702 0.038 -0.034 0.074
H -3.6241 0.6595 -5.3006 -0.017 -0.008 -0.002
H -3.7401 1.5482 -3.7647 0.003 0.008 -0.045
H -3.9028 -0.2132 -3.7736 0.002 -0.009 0.013
H -1.6639 -0.1365 -6.0213 -0.007 -0.003 0.003
H 0.7887 -0.4412 -5.7449 0.017 -0.024 -0.022
H 2.6281 -0.3219 -4.0610 0.002 0.022 0.006
H 2.3511 0.2449 -2.4421 -0.031 0.028 -0.018
```
Positions in Å, forces in eV/Å.

* highest occupied orbital energy: -9.39 eV
* energy relative to the best compared isomer or geometry (same formula, charge and spin): 0.854 eV
* total energy: -3349.3260 a.u.
* strongest force on any atom: 1.5 eV/A
* charge: +1

Löwdin analysis output, partial charges in e: 1.173, -0.365, -0.549, 0.880, -0.507, -0.529, 0.833, -0.541, -0.528, 0.821, -0.541, -0.614, 0.526, -0.040, 0.078, -0.003, 0.092, 0.076, 0.089, 0.088, 0.077, 0.018, 0.101, 0.092, 0.070, 0.086, 0.062, 0.057, 0.072, -0.246, 0.446, -0.252, -0.294, -0.131, -0.073, -0.074, -0.130, -0.258, 0.539, -0.170, -0.173, 0.026, -0.012, 0.024, 0.021, 0.020, -0.012, 0.082, 0.107, 0.108, 0.092, 0.039, 0.025, 0.033, 0.040, 0.031, 0.012, 0.014, -0.027, -0.017, 0.028, -0.354, 0.156, -0.509, -0.186, 0.224, 0.097, 0.097, 0.101, 0.140, 0.119, 0.128, 0.097